Here is a cluster of 9 separate species, C2H22NO8S in total from the Open Molecules 2025 dataset. Energies are from the ωB97M-V functional and the def2-TZVPD basis.

ORCA input file:
```
! wB97M-V def2-TZVPD RIJCOSX def2/J DEFGRID3
* xyz -1 1
S -0.6581 -0.2793 -1.3995
O 2.6048 1.1214 -2.6776
O 3.1011 -1.5681 0.1864
O 0.0996 -2.9277 0.5151
O -1.5268 2.8465 -1.7341
O -3.6129 1.8358 -0.1320
O -3.1869 0.9521 2.7977
O 2.1558 -1.6458 -2.7179
O -1.2536 -1.9882 2.7490
N 1.6982 1.1605 0.4032
C 0.6588 0.3211 1.0080
C -0.6967 0.3433 0.3293
H 0.5461 0.6212 2.0523
H 0.9819 -2.5352 0.4419
H 1.5332 2.1392 0.6171
H -0.7827 -2.3164 1.9514
H -0.3930 -2.5244 -0.2229
H 2.8620 -0.7171 -0.2159
H -0.7263 2.4792 -1.3332
H 2.5494 0.1502 -2.7847
H -1.0925 1.3565 0.3675
H -2.9171 2.3412 -0.5922
H -1.6928 2.1653 -2.4021
H 1.6808 1.3899 -2.7780
H 1.0453 -0.6925 1.0292
H -2.6065 0.1858 2.7207
H 2.4402 -1.9549 -1.8471
H 1.1988 -1.5112 -2.5855
H -3.5112 0.9518 -0.5158
H -0.8460 -2.4568 3.4921
H 1.6909 1.0819 -0.6101
H -1.3721 -0.2889 0.9001
H -3.2840 1.2764 1.8873
H 3.3122 -1.3127 1.1003
*
```

orbital gap = 7.48 eV
max |F| = 0.5 eV/A
lowest unoccupied orbital energy = 2.96 eV
relative energy (zero: lowest compared OMol25 entry of this formula, charge and spin) = 0.0000 eV

What are the natural (NBO) partial charges on each atom? They are as follows, in elementary charge units: atom 1 (S): -0.78, atom 2 (O): -0.99, atom 3 (O): -0.98, atom 4 (O): -0.99, atom 5 (O): -0.97, atom 6 (O): -0.99, atom 7 (O): -0.98, atom 8 (O): -0.98, atom 9 (O): -0.99, atom 10 (N): -0.89, atom 11 (C): -0.24, atom 12 (C): -0.53, atom 13 (H): 0.19, atom 14 (H): 0.49, atom 15 (H): 0.35, atom 16 (H): 0.50, atom 17 (H): 0.51, atom 18 (H): 0.50, atom 19 (H): 0.49, atom 20 (H): 0.50, atom 21 (H): 0.18, atom 22 (H): 0.50, atom 23 (H): 0.49, atom 24 (H): 0.47, atom 25 (H): 0.17, atom 26 (H): 0.48, atom 27 (H): 0.48, atom 28 (H): 0.50, atom 29 (H): 0.48, atom 30 (H): 0.46, atom 31 (H): 0.38, atom 32 (H): 0.20, atom 33 (H): 0.49, atom 34 (H): 0.48

=====

Here is a cluster of 9 separate species, C2H23N2O9 in total in a non-equilibrium geometry from the Open Molecules 2025 dataset. Energies are from the ωB97M-V functional and the def2-TZVPD basis.

ORCA input file:
```
! wB97M-V def2-TZVPD RIJCOSX def2/J DEFGRID3
* xyz 1 1
O 2.7891 0.3006 -2.0627
O 1.5072 2.2933 3.4393
O -2.0807 -0.9108 -2.9450
O -3.1033 -1.8489 -0.5117
O 0.4951 2.4732 -0.9516
O -2.9834 0.4254 0.6570
O 1.2351 3.9133 1.1153
O -0.6412 -2.9890 -0.7091
O -0.2026 -0.5623 2.7335
N -0.4706 -0.1434 -1.0196
N 1.4996 -3.0924 -0.2148
C 0.3932 -2.3776 -0.4260
C 0.5573 -0.8763 -0.2778
H 2.4350 2.3428 3.3170
H 2.4577 -2.7587 -0.2702
H -0.8939 -0.7363 -1.8756
H 0.0282 0.6383 -1.5306
H -1.1646 0.4853 -0.5818
H -3.7762 -2.5541 -0.3747
H -2.2822 -2.2832 -0.6985
H 1.5075 -4.1259 -0.3624
H 2.1654 4.0082 1.0243
H 0.1760 3.2575 -1.4675
H 1.6938 -0.7337 -0.5371
H -2.9700 -1.1063 -2.5102
H 0.6816 2.8391 -0.0777
H 0.6845 -0.7439 0.8418
H 0.4823 -0.9199 3.3136
H 3.5053 0.1820 -2.6504
H -3.4901 0.4507 1.4950
H -3.1064 -0.4931 0.3305
H -0.3234 0.4189 2.7860
H 2.7085 1.2099 -1.7584
H -1.7860 -1.5772 -3.5166
H 0.8165 3.6949 1.9380
H 1.4560 1.8996 4.3386
*
```

orbital gap = 10.99 eV
max |F| = 3.7 eV/A
lowest unoccupied orbital energy = -2.52 eV
relative energy (zero: lowest compared OMol25 entry of this formula, charge and spin) = 0.0818 eV

What are the natural (NBO) partial charges on each atom? They are as follows, in elementary charge units: atom 1 (O): -0.97, atom 2 (O): -0.96, atom 3 (O): -0.95, atom 4 (O): -0.99, atom 5 (O): -1.02, atom 6 (O): -1.01, atom 7 (O): -0.98, atom 8 (O): -0.67, atom 9 (O): -0.97, atom 10 (N): -0.77, atom 11 (N): -0.80, atom 12 (C): 0.68, atom 13 (C): -0.39, atom 14 (H): 0.48, atom 15 (H): 0.40, atom 16 (H): 0.48, atom 17 (H): 0.47, atom 18 (H): 0.48, atom 19 (H): 0.50, atom 20 (H): 0.51, atom 21 (H): 0.42, atom 22 (H): 0.50, atom 23 (H): 0.49, atom 24 (H): 0.28, atom 25 (H): 0.53, atom 26 (H): 0.51, atom 27 (H): 0.31, atom 28 (H): 0.49, atom 29 (H): 0.49, atom 30 (H): 0.48, atom 31 (H): 0.49, atom 32 (H): 0.50, atom 33 (H): 0.49, atom 34 (H): 0.50, atom 35 (H): 0.52, atom 36 (H): 0.49

=====

Here is a cluster of 9 separate species, C2H24NO8S2 in total in a non-equilibrium geometry from the Open Molecules 2025 dataset. Energies are from the ωB97M-V functional and the def2-TZVPD basis.

ORCA input file:
```
! wB97M-V def2-TZVPD RIJCOSX def2/J DEFGRID3
* xyz 0 2
S -0.1644 -3.7104 -0.5759
S 0.7517 -2.1519 0.2968
O -3.0661 -1.8057 -0.1007
O 0.4657 3.3922 -0.8655
O 1.0290 1.6335 1.3965
O 1.0475 2.4395 -3.2893
O -1.7470 0.3397 3.4132
O -1.2799 1.1570 -2.9469
O 3.1314 1.8595 -0.3878
O 1.5156 -0.2491 3.1633
N -1.2579 1.3675 0.0760
C -0.0647 -0.6271 -0.3840
C -1.0028 0.0251 0.6412
H 1.2996 3.1852 -0.4440
H -1.9219 0.6413 4.3136
H -0.5778 1.7903 -3.2366
H -0.6426 -0.8514 -1.2640
H -0.5061 0.1688 1.6037
H 0.8862 2.3128 2.0823
H -1.7587 2.0981 0.6103
H -1.8420 1.3189 -0.7634
H 3.4858 2.6476 0.0474
H 1.1532 3.1143 -3.9859
H 0.7446 0.0000 -0.7440
H 2.4182 1.5132 0.1873
H 1.4801 0.9662 1.9789
H -1.4612 0.6390 -3.7410
H -1.1281 -3.9563 0.2816
H -3.8598 -2.2661 -0.4189
H 2.2974 -0.7161 3.4984
H 1.8878 1.9657 -3.4103
H 0.7150 -0.7241 3.4231
H -0.4229 1.9591 -0.0577
H -2.5224 -1.9985 -0.8842
H -2.5476 -0.1240 3.1274
H 0.5943 3.3444 -1.8347
H -2.0242 -0.4473 0.8279
*
```

orbital gap (spin up / spin down) = 2.21 / 9.42 eV
⟨S²⟩ = 0.750
max |F| = 2.1 eV/A
lowest unoccupied orbital energy (spin up / spin down) = 0.06 / 0.08 eV

What are the natural (NBO) partial charges on each atom? They are as follows, in elementary charge units: atom 1 (S): -0.13, atom 2 (S): 0.09, atom 3 (O): -0.98, atom 4 (O): -1.02, atom 5 (O): -1.12, atom 6 (O): -1.00, atom 7 (O): -1.11, atom 8 (O): -1.02, atom 9 (O): -1.00, atom 10 (O): -1.01, atom 11 (N): -0.80, atom 12 (C): -0.56, atom 13 (C): -0.40, atom 14 (H): 0.49, atom 15 (H): 0.46, atom 16 (H): 0.49, atom 17 (H): 0.23, atom 18 (H): 0.26, atom 19 (H): 0.46, atom 20 (H): 0.38, atom 21 (H): 0.43, atom 22 (H): 0.46, atom 23 (H): 0.47, atom 24 (H): 0.24, atom 25 (H): 0.49, atom 26 (H): 0.51, atom 27 (H): 0.47, atom 28 (H): 0.12, atom 29 (H): 0.47, atom 30 (H): 0.48, atom 31 (H): 0.50, atom 32 (H): 0.50, atom 33 (H): 0.48, atom 34 (H): 0.47, atom 35 (H): 0.46, atom 36 (H): 0.49, atom 37 (H): 0.25

=====

Here is a cluster of 10 separate species, C2H24O10 in total in a non-equilibrium geometry from the Open Molecules 2025 dataset. Energies are from the ωB97M-V functional and the def2-TZVPD basis.

ORCA input file:
```
! wB97M-V def2-TZVPD RIJCOSX def2/J DEFGRID3
* xyz 0 1
O -10.6126 -2.4212 -3.0569
O -10.4578 6.1138 -1.1388
O -11.1991 -0.1603 -10.6745
O -8.3538 0.5138 -1.4775
O -12.7043 -1.8346 -6.3843
O -9.7957 4.0990 -6.7032
O -14.8007 -0.0805 -3.0988
O -11.7433 7.6652 -5.0298
O -14.7425 6.4149 -3.4873
O -6.0495 5.0491 -7.9447
C -11.1193 2.7875 -5.2961
C -10.5241 2.9099 -6.6798
H -11.4051 3.1294 -7.2829
H -13.7964 6.5431 -3.5570
H -11.6092 3.6957 -4.9452
H -10.5054 6.6132 -0.3236
H -8.8347 -0.1017 -2.0307
H -10.4241 2.4983 -4.5080
H -12.0615 -2.1241 -7.0318
H -8.9742 0.7531 -0.7890
H -11.1710 5.4788 -1.0733
H -11.1838 -2.0333 -3.7198
H -11.1878 8.2753 -4.5447
H -14.9137 6.3996 -2.5456
H -11.9693 2.1085 -5.2294
H -6.9131 4.9189 -7.5530
H -10.3954 -3.2865 -3.4040
H -10.3138 -0.1443 -11.0381
H -12.5652 8.1388 -5.1578
H -5.9673 4.3420 -8.5847
H -13.5461 -1.9022 -6.8350
H -14.5902 -0.3185 -2.1959
H -9.9370 2.0861 -7.0855
H -11.1017 -0.5893 -9.8244
H -14.2490 -0.6523 -3.6326
H -10.3265 4.7368 -6.2204
*
```

orbital gap = 9.80 eV
max |F| = 2.2 eV/A
SMILES = CCO.O.O.O.O.O.O.O.O.O
lowest unoccupied orbital energy = -0.11 eV
relative energy (zero: lowest compared OMol25 entry of this formula, charge and spin) = 2.2429 eV

What are the natural (NBO) partial charges on each atom? They are as follows, in elementary charge units: atom 1 (O): -0.95, atom 2 (O): -0.93, atom 3 (O): -0.93, atom 4 (O): -0.94, atom 5 (O): -0.95, atom 6 (O): -0.73, atom 7 (O): -0.94, atom 8 (O): -0.94, atom 9 (O): -0.94, atom 10 (O): -0.94, atom 11 (C): -0.65, atom 12 (C): -0.06, atom 13 (H): 0.15, atom 14 (H): 0.47, atom 15 (H): 0.20, atom 16 (H): 0.47, atom 17 (H): 0.47, atom 18 (H): 0.21, atom 19 (H): 0.47, atom 20 (H): 0.46, atom 21 (H): 0.47, atom 22 (H): 0.47, atom 23 (H): 0.47, atom 24 (H): 0.47, atom 25 (H): 0.21, atom 26 (H): 0.48, atom 27 (H): 0.47, atom 28 (H): 0.47, atom 29 (H): 0.47, atom 30 (H): 0.46, atom 31 (H): 0.48, atom 32 (H): 0.47, atom 33 (H): 0.18, atom 34 (H): 0.46, atom 35 (H): 0.47, atom 36 (H): 0.47

=====

Copy entry 3 word for word.
Here is a cluster of 9 separate species, C2H24NO8S2 in total in a non-equilibrium geometry from the Open Molecules 2025 dataset. Energies are from the ωB97M-V functional and the def2-TZVPD basis.

ORCA input file:
```
! wB97M-V def2-TZVPD RIJCOSX def2/J DEFGRID3
* xyz 0 2
S -0.1644 -3.7104 -0.5759
S 0.7517 -2.1519 0.2968
O -3.0661 -1.8057 -0.1007
O 0.4657 3.3922 -0.8655
O 1.0290 1.6335 1.3965
O 1.0475 2.4395 -3.2893
O -1.7470 0.3397 3.4132
O -1.2799 1.1570 -2.9469
O 3.1314 1.8595 -0.3878
O 1.5156 -0.2491 3.1633
N -1.2579 1.3675 0.0760
C -0.0647 -0.6271 -0.3840
C -1.0028 0.0251 0.6412
H 1.2996 3.1852 -0.4440
H -1.9219 0.6413 4.3136
H -0.5778 1.7903 -3.2366
H -0.6426 -0.8514 -1.2640
H -0.5061 0.1688 1.6037
H 0.8862 2.3128 2.0823
H -1.7587 2.0981 0.6103
H -1.8420 1.3189 -0.7634
H 3.4858 2.6476 0.0474
H 1.1532 3.1143 -3.9859
H 0.7446 0.0000 -0.7440
H 2.4182 1.5132 0.1873
H 1.4801 0.9662 1.9789
H -1.4612 0.6390 -3.7410
H -1.1281 -3.9563 0.2816
H -3.8598 -2.2661 -0.4189
H 2.2974 -0.7161 3.4984
H 1.8878 1.9657 -3.4103
H 0.7150 -0.7241 3.4231
H -0.4229 1.9591 -0.0577
H -2.5224 -1.9985 -0.8842
H -2.5476 -0.1240 3.1274
H 0.5943 3.3444 -1.8347
H -2.0242 -0.4473 0.8279
*
```

orbital gap (spin up / spin down) = 2.21 / 9.42 eV
⟨S²⟩ = 0.750
max |F| = 2.1 eV/A
lowest unoccupied orbital energy (spin up / spin down) = 0.06 / 0.08 eV

What are the natural (NBO) partial charges on each atom? They are as follows, in elementary charge units: atom 1 (S): -0.13, atom 2 (S): 0.09, atom 3 (O): -0.98, atom 4 (O): -1.02, atom 5 (O): -1.12, atom 6 (O): -1.00, atom 7 (O): -1.11, atom 8 (O): -1.02, atom 9 (O): -1.00, atom 10 (O): -1.01, atom 11 (N): -0.80, atom 12 (C): -0.56, atom 13 (C): -0.40, atom 14 (H): 0.49, atom 15 (H): 0.46, atom 16 (H): 0.49, atom 17 (H): 0.23, atom 18 (H): 0.26, atom 19 (H): 0.46, atom 20 (H): 0.38, atom 21 (H): 0.43, atom 22 (H): 0.46, atom 23 (H): 0.47, atom 24 (H): 0.24, atom 25 (H): 0.49, atom 26 (H): 0.51, atom 27 (H): 0.47, atom 28 (H): 0.12, atom 29 (H): 0.47, atom 30 (H): 0.48, atom 31 (H): 0.50, atom 32 (H): 0.50, atom 33 (H): 0.48, atom 34 (H): 0.47, atom 35 (H): 0.46, atom 36 (H): 0.49, atom 37 (H): 0.25

=====

Number 2 is which compound?
C2H23N2O9

=====

The lowest max |F| belongs to which entry?
C2H22NO8S

=====

The highest max |F| belongs to which entry?
C2H23N2O9